[1]
{
  "formula": "C10H16",
  "method": "wB97M-V/def2-TZVPD",
  "total_energy_ha": -390.60782,
  "smiles": "Cc1ccccc1.CCC",
  "homo_lumo_gap_ev": 9.9983,
  "homo_energy_ha": -0.3317,
  "relative_energy_kcal_mol": 17.6,
  "species": ["C", "C", "C", "C", "C", "C", "C", "H", "H", "H", "H", "H", "H", "H", "H", "C", "C", "C", "H", "H", "H", "H", "H", "H", "H", "H"],
  "xyz": [[0.295, -3.905, 0.004], [-0.653, -2.759, -0.242], [-1.426, -2.252, 0.806], [-2.130, -1.066, 0.688], [-2.093, -0.412, -0.539], [-1.342, -0.882, -1.613], [-0.637, -2.067, -1.451], [0.547, -3.974, 1.063], [1.263, -3.710, -0.467], [-0.125, -4.859, -0.325], [-1.516, -2.861, 1.681], [-2.731, -0.564, 1.440], [-2.608, 0.532, -0.666], [-1.344, -0.285, -2.501], [-0.195, -2.535, -2.332], [2.514, 2.465, 0.182], [1.226, 2.634, 0.991], [0.158, 3.481, 0.251], [3.470, 2.638, 0.699], [2.639, 3.122, -0.685], [2.642, 1.445, -0.186], [0.808, 1.638, 1.106], [1.411, 3.050, 1.980], [0.601, 3.920, -0.641], [-0.660, 2.863, -0.095], [-0.114, 4.344, 0.852]],
  "atomic_forces_ev_per_a": [[-0.006, -0.025, 0.127], [0.307, 0.664, 0.250], [-0.127, -0.143, -0.105], [-0.241, 0.407, -1.011], [0.424, 0.558, -0.149], [-0.447, -0.312, 1.154], [-0.343, -0.270, -0.770], [-0.314, -0.120, 0.061], [-0.258, -0.190, -0.326], [0.234, -0.007, -0.043], [0.183, -0.032, 0.646], [0.159, -0.631, 0.335], [-0.124, 0.003, 0.108], [0.146, -0.113, -0.590], [0.428, 0.246, 0.322], [1.370, -0.147, -0.227], [-0.188, 0.050, -0.681], [1.083, 0.188, -0.064], [-0.455, 0.040, 0.518], [-0.566, 0.014, 0.021], [-0.274, -0.014, -0.150], [-0.018, -0.068, 0.416], [0.082, -0.063, -0.023], [0.049, -0.028, -0.174], [-0.457, 0.167, 0.251], [-0.647, -0.174, 0.105]],
  "nbo_charge": [-0.63, -0.02, -0.20, -0.22, -0.22, -0.21, -0.21, 0.22, 0.22, 0.22, 0.21, 0.22, 0.21, 0.21, 0.21, -0.62, -0.41, -0.61, 0.21, 0.20, 0.21, 0.21, 0.20, 0.20, 0.21, 0.21]
}

[2]
{
  "formula": "C10H16",
  "method": "wB97M-V/def2-TZVPD",
  "total_energy_ha": -390.59037,
  "smiles": "Cc1ccccc1.CCC",
  "homo_lumo_gap_ev": 9.8009,
  "homo_energy_ha": -0.3266,
  "relative_energy_kcal_mol": 28.6,
  "species": ["C", "C", "C", "C", "C", "C", "C", "H", "H", "H", "H", "H", "H", "H", "H", "C", "C", "C", "H", "H", "H", "H", "H", "H", "H", "H"],
  "xyz": [[1.420, -0.132, -1.917], [0.930, 1.259, -1.748], [1.882, 2.266, -2.065], [1.520, 3.600, -1.900], [0.364, 3.928, -1.214], [-0.437, 2.955, -0.632], [-0.173, 1.638, -0.994], [2.463, -0.324, -1.664], [1.215, -0.484, -2.947], [0.848, -0.907, -1.379], [2.798, 1.871, -2.496], [2.049, 4.377, -2.431], [-0.026, 4.946, -1.283], [-1.141, 3.201, 0.143], [-0.846, 0.874, -0.638], [-0.516, -1.556, 2.412], [-0.747, -3.013, 2.023], [-2.200, -3.476, 1.974], [-1.179, -1.057, 3.115], [0.480, -1.316, 2.786], [-0.672, -0.905, 1.523], [-0.118, -3.768, 2.514], [-0.261, -3.096, 1.056], [-2.584, -4.022, 2.809], [-2.236, -4.248, 1.193], [-2.834, -2.610, 1.758]],
  "atomic_forces_ev_per_a": [[-1.374, -2.050, -0.844], [2.034, 1.501, 1.229], [-1.473, -0.902, -0.081], [0.040, -0.344, -0.729], [-0.593, 0.702, -0.326], [1.026, -0.474, -0.557], [-0.478, -0.363, 0.406], [-0.004, 0.448, -0.149], [0.573, 0.324, 0.098], [0.005, 0.570, 0.375], [0.068, 0.714, -0.133], [0.350, 0.140, 0.279], [0.499, -0.044, 0.570], [-0.633, 0.042, -0.291], [-0.048, -0.278, 0.170], [0.035, 1.212, -0.376], [0.756, -0.335, 0.240], [0.532, -0.076, -1.274], [-0.410, -0.698, 0.497], [0.145, -0.316, -0.171], [0.266, -0.487, 0.230], [-0.244, 0.457, 0.879], [-0.483, 0.051, -0.693], [0.048, 0.185, 1.085], [-0.456, 0.452, -0.258], [-0.182, -0.431, -0.175]],
  "nbo_charge": [-0.64, -0.03, -0.20, -0.22, -0.22, -0.19, -0.21, 0.22, 0.22, 0.22, 0.21, 0.21, 0.21, 0.21, 0.20, -0.62, -0.41, -0.61, 0.21, 0.21, 0.20, 0.20, 0.20, 0.21, 0.21, 0.20]
}

[3]
{
  "formula": "C10H16",
  "method": "wB97M-V/def2-TZVPD",
  "s2": 0.767,
  "total_energy_ha": -390.29682,
  "total_charge": 1,
  "homo_lumo_gap_ev": [9.9512, 6.0787],
  "homo_energy_ha": [-0.5258, -0.5259],
  "multiplicity": 2,
  "relative_energy_kcal_mol": 8.2,
  "species": ["C", "C", "C", "C", "C", "C", "C", "H", "H", "H", "H", "H", "H", "H", "H", "C", "C", "C", "H", "H", "H", "H", "H", "H", "H", "H"],
  "xyz": [[1.143, 2.294, -2.275], [-0.301, 0.311, -2.031], [0.984, 0.911, -1.788], [-0.582, -1.002, -1.737], [1.983, 0.151, -1.157], [0.455, -1.751, -1.191], [1.757, -1.190, -0.991], [-1.164, 0.888, -2.343], [-1.533, -1.484, -1.897], [0.205, 2.723, -2.617], [1.722, 2.206, -3.212], [2.931, 0.551, -0.831], [0.291, -2.812, -1.055], [2.608, -1.718, -0.589], [1.652, 3.025, -1.651], [-1.577, -0.538, 2.633], [-0.193, -1.193, 2.538], [-1.655, 0.780, 1.844], [-2.308, -1.174, 2.183], [-1.891, -0.374, 3.657], [-0.090, -1.874, 1.693], [-2.370, 1.484, 2.270], [-0.701, 1.313, 1.828], [0.037, -1.711, 3.468], [0.553, -0.404, 2.429], [-1.955, 0.587, 0.823]],
  "atomic_forces_ev_per_a": [[0.016, 0.141, -0.730], [-1.376, -0.925, 0.319], [-0.630, 0.879, 0.139], [0.713, 0.449, 0.161], [-0.101, -0.741, -0.116], [0.643, -0.767, -0.771], [0.231, 0.981, 0.762], [0.453, 0.453, -0.361], [-0.167, 0.306, -0.054], [-0.174, -0.057, 0.236], [0.228, 0.075, 0.153], [0.043, 0.299, -0.327], [0.132, -0.037, 0.376], [-0.297, -0.709, 0.035], [0.256, -0.339, 0.252], [0.360, 0.650, -0.612], [-0.107, 0.478, 0.484], [0.134, 0.210, 0.403], [-0.616, -0.700, -0.007], [0.204, -0.016, 0.231], [-0.078, -0.097, 0.018], [-0.151, -0.127, -0.041], [0.058, -0.085, 0.025], [0.094, -0.290, -0.184], [0.173, -0.069, 0.010], [-0.042, 0.039, -0.403]],
  "nbo_charge": [-0.69, -0.10, 0.24, -0.22, -0.22, 0.02, -0.12, 0.25, 0.26, 0.25, 0.29, 0.26, 0.24, 0.25, 0.28, -0.41, -0.60, -0.60, 0.20, 0.22, 0.18, 0.23, 0.19, 0.23, 0.19, 0.18]
}

[4]
{
  "formula": "C10H16",
  "method": "wB97M-V/def2-TZVPD",
  "s2": 0.767,
  "total_energy_ha": -390.25236,
  "total_charge": 1,
  "homo_lumo_gap_ev": [9.9246, 5.7088],
  "homo_energy_ha": [-0.5190, -0.5190],
  "multiplicity": 2,
  "relative_energy_kcal_mol": 36.1,
  "species": ["C", "C", "C", "C", "C", "C", "C", "C", "H", "H", "H", "H", "H", "H", "H", "H", "H", "H", "C", "C", "H", "H", "H", "H", "H", "H"],
  "xyz": [[-0.573, 1.873, 0.343], [-2.023, 2.044, 0.166], [0.065, 0.818, -0.706], [1.265, 1.134, -1.361], [-0.461, -0.485, -0.808], [1.904, 0.200, -2.136], [0.200, -1.426, -1.569], [1.378, -1.109, -2.207], [-0.075, 2.850, 0.190], [-0.467, 1.341, 1.244], [-2.552, 2.516, 0.991], [1.619, 2.134, -1.047], [-1.444, -0.758, -0.361], [2.776, 0.433, -2.548], [-0.307, -2.435, -1.740], [1.885, -1.941, -2.787], [-2.473, 1.139, -0.063], [-2.204, 2.864, -0.567], [0.039, -1.875, 2.657], [-0.844, -1.055, 3.574], [-0.120, -2.898, 3.027], [-0.378, -1.814, 1.638], [1.083, -1.517, 2.591], [-0.296, -0.951, 4.586], [-0.893, 0.001, 3.307], [-1.852, -1.667, 3.817]],
  "atomic_forces_ev_per_a": [[1.678, -0.894, -3.248], [-1.079, 3.217, -0.654], [-1.108, 1.938, 2.405], [0.516, 0.654, 0.263], [-1.174, -1.588, -0.492], [-3.024, 0.345, 2.360], [-2.639, -1.470, 0.554], [1.060, -1.377, -1.370], [0.218, -0.796, 0.784], [0.979, -0.273, 1.700], [0.383, -0.507, 0.708], [0.394, -0.685, -0.995], [0.954, 0.373, -0.251], [3.609, 0.799, -1.889], [1.047, 1.458, 0.418], [-0.451, 1.372, 0.678], [-1.339, -1.462, -0.644], [-0.033, -1.130, -0.319], [-0.778, -0.003, -0.485], [-0.138, -0.734, 2.916], [0.941, 0.086, -0.528], [0.180, -0.299, 0.144], [-0.417, -0.484, 0.352], [-0.963, -0.486, -1.255], [-0.894, -0.106, -0.367], [2.077, 2.052, -0.785]],
  "nbo_charge": [-0.43, -0.62, 0.26, -0.20, -0.14, -0.14, -0.22, 0.03, 0.24, 0.26, 0.25, 0.25, 0.26, 0.24, 0.27, 0.26, 0.21, 0.23, -0.61, -0.62, 0.23, 0.17, 0.21, 0.22, 0.19, 0.23]
}

> Which formula does entry 3 have?

C10H16